This record from the Open Molecules 2025 dataset describes a 2-piece molecular cluster, C2H2N2S overall. The level of theory is the ωB97M-V functional and the def2-TZVPD basis.

Values from the calculation:
structure (SMILES): N#[N+][S-].C#C
ΔE to the lowest compared entry with this formula, charge and spin: 69.6 kcal/mol
HOMO energy: -10.0 eV
frontier orbital gap: 10.638 eV

```
! RIJCOSX wB97M-V def2-TZVPD def2/J DEFGRID3
* xyz 0 1
N -3.92226 -0.82210 -0.64715
N -3.54768 -0.88544 0.39983
S -3.22197 -1.01258 1.86310
C 0.74688 -0.04521 -0.55220
C 0.59937 -0.07663 0.63585
H 0.93893 0.02853 -1.52755
H 0.50724 0.00344 1.73202
*
```

This record from the Open Molecules 2025 dataset describes an isolated ion of composition C9H24N5 and charge +1. The level of theory is the ωB97M-V functional and the def2-TZVPD basis.

Values from the calculation:
⟨S²⟩: 2.007
HOMO energy (spin up / spin down): -7.5 / -11.8 eV
frontier orbital gap (spin up / spin down): 5.129 / 6.593 eV

```
! RIJCOSX wB97M-V def2-TZVPD def2/J DEFGRID3
* xyz 1 3
C -1.11532 1.63452 -1.48976
C -1.26137 0.17127 -1.94094
C 0.34148 2.08289 -0.98456
C -0.88392 -0.75743 -0.92363
C 0.88312 -0.14457 -0.07802
C -2.64449 -1.96747 0.51143
C 1.07118 -2.52889 0.86034
C 3.16390 -0.31447 -0.53861
C -0.26657 2.70394 1.79647
N 0.75724 1.25481 0.20585
N -1.66853 -0.80769 0.40114
N 0.85520 -1.10603 1.06579
N 1.80324 -0.46754 -1.00292
N -0.11506 1.31959 1.35957
H -1.35360 2.36221 -2.25322
H -1.83360 1.98626 -0.68516
H -2.24773 0.08353 -2.18416
H -0.82160 0.02496 -2.89826
H 1.03687 1.90421 -1.80409
H 0.31354 3.15427 -0.54854
H -0.74961 -1.68485 -1.39269
H -2.87583 -1.95342 1.66775
H -3.61422 -1.89326 0.02096
H -2.07058 -2.73189 0.13624
H 2.06399 -2.81673 1.12872
H 0.14613 -3.04528 1.27991
H 1.03834 -2.58068 -0.27734
H 3.29398 0.60850 0.08446
H 3.26784 -1.28392 0.10776
H 4.02736 -0.46021 -1.24323
H -0.95195 3.25660 1.23266
H -0.73812 2.67475 2.74564
H 0.74235 3.35566 1.77674
H -0.85974 -1.07229 1.08426
H 1.41084 -0.69489 1.75513
H 1.44978 -1.26229 -1.58900
H 0.44164 0.85988 2.13632
H -2.03618 0.13592 0.47698
*
```

This record from the Open Molecules 2025 dataset describes C10H16BCl3F4IrO as an isolated structure. The level of theory is the ωB97M-V functional and the def2-TZVPD basis.

Values from the calculation:
⟨S²⟩: 8.775
ΔE to the lowest compared entry with this formula, charge and spin: 0.0 kcal/mol
HOMO energy (spin up / spin down): 0.5 / -2.3 eV
frontier orbital gap (spin up / spin down): 3.833 / 6.480 eV

```
! RIJCOSX wB97M-V def2-TZVPD def2/J DEFGRID3
* xyz -2 6
C 0.35653 -2.25968 -1.09829
C 1.77196 -2.34393 -1.10721
C 2.27857 -1.10382 -1.69298
C 2.57864 -3.47469 -0.59900
C 1.13795 -0.31247 -2.09931
C -0.05931 -1.11387 -1.90139
C -1.36903 -0.84599 -2.26701
C -0.59189 -3.27574 -0.56465
C 3.70539 -0.73773 -1.88545
C 1.20758 1.04804 -2.72053
Ir 1.43002 -0.70890 0.17306
Cl 2.98340 -0.83889 1.60087
Cl -0.18327 -0.95097 1.75904
Cl 1.21782 1.52074 0.53487
H 2.08037 -4.41008 -0.82425
H 2.67827 -3.41132 0.49024
H 3.56709 -3.46707 -1.03842
H 4.04035 -0.03351 -1.12272
H 3.85065 -0.28814 -2.88622
H 4.33186 -1.62410 -1.80157
H 1.98053 1.66107 -2.24852
H 0.25822 1.57222 -2.60738
H 1.43632 0.96543 -3.78737
H -2.21117 0.53869 -1.63389
H -2.16557 -1.45973 -1.82616
H -1.54380 -0.39237 -3.24897
H -0.11750 -3.82543 0.26025
H -0.88198 -3.99178 -1.34350
H -1.49778 -2.80334 -0.16711
O -2.92249 1.20498 -1.51073
H -2.80288 1.54411 -0.60867
F -2.10577 1.94811 2.11070
B -2.55829 2.86058 3.12162
F -3.44714 2.18026 4.01053
F -1.44734 3.38297 3.84431
F -3.26030 3.93242 2.49539
*
```

This record from the Open Molecules 2025 dataset describes CH3AgO5P as an isolated structure. The level of theory is the ωB97M-V functional and the def2-TZVPD basis.

Values from the calculation:
⟨S²⟩: 0.758
HOMO energy (spin up / spin down): -0.2 / 0.1 eV
frontier orbital gap (spin up / spin down): 6.521 / 5.835 eV

```
! RIJCOSX wB97M-V def2-TZVPD def2/J DEFGRID3
* xyz -2 2
Ag 0.06762 -0.07698 0.77733
P 1.47673 1.31968 2.13496
O 0.83230 1.89505 0.75477
O 2.09041 -0.00593 1.67997
O 0.28438 0.64315 2.88903
O 2.41068 2.26037 2.96081
C -1.46828 -1.23201 -2.28118
O -0.76742 -0.90041 -1.14990
H -0.70368 -1.63851 -2.94318
H -2.29948 -1.90650 -2.07557
H -1.92327 -0.35790 -2.74704
*
```

This record from the Open Molecules 2025 dataset describes a 2-piece molecular cluster, C8H20BrNO overall. The level of theory is the ωB97M-V functional and the def2-TZVPD basis.

Values from the calculation:
ΔE to the lowest compared entry with this formula, charge and spin: 25.4 kcal/mol
HOMO energy: -6.7 eV
frontier orbital gap: 6.730 eV

```
! RIJCOSX wB97M-V def2-TZVPD def2/J DEFGRID3
* xyz 0 1
C 6.09504 7.80527 9.22334
C 6.08734 8.07006 7.66482
N 5.11099 7.24587 6.78550
C 3.71276 7.75797 7.19566
C 5.35926 7.71643 5.33530
C 4.65222 6.95917 4.18316
C 5.21232 5.72965 7.01926
C 6.65170 5.15366 6.85350
O 7.13638 5.56299 5.61152
C 8.31062 4.88277 5.14596
H 5.06496 7.86975 9.57389
H 6.55236 8.60943 9.79978
H 6.53072 6.84715 9.50670
H 7.06066 7.95216 7.18856
H 5.92940 9.12749 7.45266
H 3.03800 7.17959 6.56456
H 3.55442 8.80148 6.92342
H 3.49146 7.51785 8.23558
H 6.42496 7.90076 5.19968
H 4.95702 8.72446 5.23428
H 5.04728 5.95156 4.05379
H 4.76750 7.53771 3.26660
H 3.59802 6.77602 4.39114
H 4.41364 5.24860 6.45462
H 4.95862 5.63235 8.07484
H 6.61334 4.06791 6.94162
H 7.41674 5.51301 7.54176
H 7.98652 3.89731 4.81142
H 9.11402 4.71345 5.86288
H 8.64174 5.41972 4.25704
Br 4.70754 11.69193 6.77084
*
```